A | Molecular formula: C26H45CeN7OPS2
Method: DFT, ωB97M-V/def2-TZVPD

Output
2S+1: 2
⟨S²⟩: 0.751
Frontier orbital gap (alpha / beta), eV: 6.955 / 6.962
Charge: +2

Atoms and positions in Å:
Ce: -0.048 0.251 0.400
C: 1.469 -0.782 -5.478
C: 0.282 0.119 -5.187
N: 0.470 0.978 -4.027
C: 0.359 0.521 -2.746
S: 0.820 1.795 -1.586
N: -0.079 -0.692 -2.619
N: -0.318 -1.351 -1.382
C: -0.748 -2.591 -1.555
C: -1.009 -3.083 -2.974
C: -1.031 -3.606 -0.575
C: -1.641 -4.838 -0.960
C: -2.150 -5.769 -0.101
C: -2.400 -5.350 1.246
C: -1.743 -4.294 1.731
N: -0.600 -3.854 0.885
H: 1.307 -1.349 -6.394
H: 1.626 -1.494 -4.667
H: 2.383 -0.202 -5.607
H: -0.618 -0.469 -5.011
H: 0.062 0.772 -6.032
H: 1.025 1.811 -4.130
H: -0.606 -2.380 -3.686
H: -2.080 -3.178 -3.155
H: -0.549 -4.053 -3.137
H: -1.753 -5.036 -2.012
H: -2.581 -6.679 -0.483
H: -3.176 -5.811 1.842
H: -1.899 -3.795 2.665
N: -2.701 -0.207 0.471
C: -2.938 -1.263 1.482
C: -2.185 -0.983 2.772
N: -0.704 -0.985 2.630
C: -0.009 -2.252 2.900
C: 0.435 -3.086 1.700
N: 1.219 -2.261 0.807
H: -2.958 -0.562 -0.447
H: -3.312 0.587 0.645
H: -3.998 -1.363 1.732
H: -2.634 -2.211 1.042
H: -2.466 0.009 3.133
H: -2.493 -1.695 3.545
H: -0.339 -0.320 3.306
H: 0.940 -1.998 3.381
H: -0.544 -2.859 3.632
H: 1.010 -3.906 2.151
H: -0.114 -4.749 0.726
H: 2.079 -2.012 1.287
H: 1.477 -2.749 -0.046
O: 2.213 0.504 1.166
S: 3.556 0.111 0.489
C: 4.793 0.302 1.778
C: 5.226 1.762 1.756
C: 5.388 2.089 0.277
C: 4.133 1.571 -0.427
H: 5.613 -0.368 1.507
H: 4.335 -0.059 2.698
H: 6.145 1.904 2.323
H: 4.457 2.387 2.213
H: 6.276 1.600 -0.127
H: 5.497 3.157 0.091
H: 4.257 1.293 -1.470
H: 3.286 2.256 -0.363
C: -0.073 3.661 3.018
P: -1.188 2.737 1.918
C: -2.809 2.914 2.738
C: -1.369 3.791 0.453
C: -2.404 3.523 -0.444
C: -2.531 4.244 -1.619
C: -1.614 5.244 -1.915
C: -0.583 5.521 -1.032
C: -0.458 4.799 0.147
H: 0.958 3.621 2.667
H: -0.102 3.206 4.010
H: -0.380 4.704 3.103
H: -3.059 3.972 2.828
H: -2.786 2.466 3.733
H: -3.600 2.429 2.166
H: -3.140 2.752 -0.232
H: -3.342 4.033 -2.301
H: -1.709 5.811 -2.830
H: 0.123 6.309 -1.255
H: 0.354 5.033 0.822

=====

B | Molecular formula: C26H45CeN7OPS2
Method: DFT, ωB97M-V/def2-TZVPD

Output
2S+1: 2
⟨S²⟩: 0.751
Frontier orbital gap (alpha / beta), eV: 7.401 / 7.418
Charge: +2

Atoms and positions in Å:
Ce: 0.377 0.470 -0.002
C: -1.436 1.792 -6.327
C: -1.847 0.424 -5.797
N: -0.794 -0.266 -5.042
C: -0.426 -0.073 -3.766
S: -1.336 1.228 -2.992
N: 0.601 -0.796 -3.383
N: 1.182 -0.740 -2.141
C: 2.370 -1.249 -2.124
C: 3.077 -1.768 -3.339
C: 3.111 -1.307 -0.831
C: 4.288 -2.029 -0.726
C: 4.983 -2.043 0.475
C: 4.485 -1.336 1.554
C: 3.300 -0.655 1.376
N: 2.628 -0.631 0.222
H: -2.221 2.189 -6.972
H: -0.519 1.720 -6.915
H: -1.272 2.510 -5.520
H: -2.106 -0.235 -6.622
H: -2.732 0.499 -5.166
H: -0.184 -0.895 -5.543
H: 2.572 -1.451 -4.239
H: 3.098 -2.863 -3.334
H: 4.110 -1.416 -3.357
H: 4.662 -2.579 -1.576
H: 5.904 -2.605 0.563
H: 4.986 -1.323 2.513
H: 2.852 -0.118 2.208
N: -1.059 2.397 1.246
C: -0.376 3.695 1.430
C: 0.997 3.448 2.012
N: 1.840 2.623 1.115
C: 2.583 3.413 0.103
C: 1.890 3.466 -1.242
N: 1.663 2.092 -1.724
H: -1.846 2.478 0.611
H: -1.471 2.122 2.131
H: -0.932 4.363 2.085
H: -0.303 4.190 0.465
H: 0.882 2.906 2.953
H: 1.485 4.396 2.244
H: 2.543 2.190 1.702
H: 3.557 2.939 -0.036
H: 2.769 4.425 0.466
H: 2.502 4.049 -1.929
H: 0.926 3.965 -1.174
H: 2.552 1.679 -1.988
H: 1.103 2.106 -2.574
O: -1.141 0.976 -1.421
S: -3.379 0.046 0.264
C: -4.328 1.245 -0.755
C: -5.710 1.368 -0.104
C: -5.546 1.090 1.387
C: -4.723 -0.189 1.475
H: -4.382 0.873 -1.775
H: -3.796 2.198 -0.772
H: -6.381 0.624 -0.536
H: -6.141 2.350 -0.298
H: -6.506 0.985 1.894
H: -5.004 1.912 1.864
H: -5.317 -1.055 1.182
H: -4.301 -0.375 2.463
C: -1.343 -0.686 3.272
P: -0.375 -1.652 2.052
C: -1.591 -2.807 1.309
C: 0.561 -2.832 3.090
C: 1.803 -3.296 2.663
C: 2.499 -4.253 3.392
C: 1.955 -4.758 4.562
C: 0.707 -4.320 4.989
C: 0.010 -3.369 4.256
H: -2.021 -1.319 3.843
H: -1.940 0.069 2.762
H: -0.652 -0.203 3.965
H: -2.137 -3.323 2.100
H: -1.026 -3.549 0.743
H: -2.292 -2.316 0.637
H: 2.217 -2.939 1.729
H: 3.461 -4.609 3.041
H: 2.495 -5.502 5.135
H: 0.270 -4.725 5.893
H: -0.965 -3.058 4.610

=====

We find B to be the most stable, with the next structure 3.924 eV higher.

=====

A | Molecular formula: C3H14O4
Method: DFT, ωB97M-V/def2-TZVPD

Output
2S+1: 1
SMILES string: C=CC.O.O.O.O
Frontier orbital gap, eV: 9.213

Atoms and positions in Å:
C: -1.013 -3.617 -0.244
C: 0.091 -2.823 0.514
C: -0.040 -2.069 1.577
H: -1.172 -2.977 -1.170
H: -0.654 -4.549 -0.672
H: -1.904 -3.580 0.386
H: 1.119 -3.051 -0.058
H: 0.488 -1.060 1.606
H: -0.675 -2.300 2.436
H: 3.352 0.924 1.571
H: 3.362 -0.581 1.771
O: 2.902 0.083 1.277
H: 1.433 5.227 -2.761
H: 0.496 5.314 -1.560
O: 1.018 5.868 -2.194
H: 0.963 -0.412 -1.465
H: 1.630 0.837 -2.133
O: 0.746 0.476 -1.928
H: -4.057 2.086 0.753
H: -3.647 3.270 1.366
O: -4.438 2.935 0.925

=====

B | Molecular formula: C3H14O4
Method: DFT, ωB97M-V/def2-TZVPD

Output
2S+1: 1
SMILES string: C=CC.O.O.O.O
Frontier orbital gap, eV: 10.678

Atoms and positions in Å:
C: 1.753 -0.322 -0.545
C: 1.919 1.058 0.011
C: 1.573 2.168 -0.623
H: 1.598 -1.026 0.275
H: 0.907 -0.396 -1.231
H: 2.599 -0.686 -1.129
H: 2.489 1.138 0.909
H: 1.620 3.168 -0.211
H: 1.014 2.114 -1.557
H: -2.020 -0.780 -1.503
H: -2.342 -1.162 -2.949
O: -2.316 -1.527 -2.059
H: -1.071 -3.686 0.103
H: -2.166 -2.722 -0.324
O: -1.685 -3.037 0.456
H: -0.538 0.445 0.219
H: -2.089 0.588 0.406
O: -1.389 0.405 -0.226
H: 0.013 1.180 4.052
H: 0.481 1.621 2.729
O: -0.350 1.458 3.198

=====

C | Molecular formula: C3H14O4
Method: DFT, ωB97M-V/def2-TZVPD

Output
2S+1: 1
SMILES string: C=CC.O.O.O.O
Frontier orbital gap, eV: 10.291

Atoms and positions in Å:
C: -1.257 -2.434 1.118
C: -1.494 -0.909 1.196
C: -2.734 -0.397 1.311
H: -0.301 -2.615 0.505
H: -1.944 -3.043 0.578
H: -1.202 -2.846 2.168
H: -0.616 -0.381 0.880
H: -2.934 0.683 1.298
H: -3.614 -0.977 1.620
H: -0.820 -1.156 -3.429
H: 0.079 -1.760 -2.267
O: -0.638 -1.154 -2.486
H: -0.102 2.489 0.818
H: 1.125 3.361 1.129
O: 0.839 2.447 1.044
H: -0.827 1.492 -1.493
H: -1.424 0.718 -0.331
O: -1.228 1.619 -0.627
H: 5.148 1.174 -0.474
H: 5.490 -0.231 0.043
O: 5.397 0.290 -0.759

=====

We find B to be the most stable, with the next structure 0.620 eV higher.

=====

A | Molecular formula: C3H7N3
Method: DFT, ωB97M-V/def2-TZVPD

Output
2S+1: 1
Frontier orbital gap (alpha / beta), eV: 8.529 / 8.529

Atoms and positions in Å:
C: 1.016 0.895 -1.312
C: -0.145 -1.430 -0.637
C: 0.350 0.743 -0.076
N: 1.494 0.997 -2.354
N: -1.010 1.137 0.019
N: 1.061 0.891 1.097
H: -0.440 -1.377 -1.667
H: 0.793 -1.925 -0.462
H: -0.917 -1.629 0.079
H: -1.490 1.010 -0.861
H: -1.134 2.086 0.359
H: 0.557 0.599 1.922
H: 2.028 0.613 1.066

=====

B | Molecular formula: C3H7N3
Method: DFT, ωB97M-V/def2-TZVPD

Output
2S+1: 1
SMILES string: [H]/N=C(/N)N1CC1
Frontier orbital gap, eV: 9.988

Atoms and positions in Å:
C: -0.376 0.046 -0.734
C: 0.099 0.332 1.542
C: 1.399 -0.080 0.959
H: -1.136 -1.364 0.648
H: -1.238 -1.993 -1.081
H: -0.307 1.487 -1.782
H: -0.751 -0.259 1.736
H: 0.059 1.066 2.308
H: 1.545 -1.121 0.742
H: 2.418 0.581 0.926
N: -0.774 -1.192 -0.430
N: -0.764 0.604 -1.815
N: 0.492 0.562 0.230

=====

We find A to be the most stable, with the next structure 0.873 eV higher.

=====

A | Molecular formula: C3H4O2
Method: DFT, ωB97M-V/def2-TZVPD

Output
2S+1: 1
SMILES string: C1=COCO1
Frontier orbital gap, eV: 9.135

Atoms and positions in Å:
C: 1.169 -0.028 0.007
C: -0.967 0.713 -0.018
C: -1.026 -0.631 0.043
H: 1.808 -0.227 -0.903
H: 1.716 -0.036 0.952
H: -1.708 1.540 -0.028
H: -1.834 -1.376 -0.059
O: 0.370 1.137 -0.008
O: 0.251 -1.165 -0.011

=====

B | Molecular formula: C3H4O2
Method: DFT, ωB97M-V/def2-TZVPD

Output
2S+1: 1
Frontier orbital gap, eV: 11.650

Atoms and positions in Å:
O: -2.013 0.543 0.800
C: -1.009 0.437 0.167
C: -0.239 -0.667 -0.461
C: 0.925 0.196 0.219
O: 0.061 1.332 0.140
H: -0.076 -0.501 -1.525
H: -0.629 -1.682 -0.304
H: 1.866 0.331 -0.317
H: 1.114 0.011 1.281

=====

We find B to be the most stable, with the next structure 0.697 eV higher.